DFT (the ωB97M-V functional and the def2-TZVPD basis) results for a molecular structure, C17H16BN4O2OsS6 at a distorted geometry.

For the LUMO energy (alpha / beta), the calculation gives -0.23240 / -0.22562 Ha. Its total energy is -3531.30426 a.u. Its net charge is +1. The calculation puts the HOMO energy (alpha / beta) at -10.390 / -10.485 eV. The largest force on an atom comes out at 2.2 eV/A.

Geometry as XYZ:
```
47
Properties=species:S:1:pos:R:3:forces:R:3
C -1.488064 3.289833 -1.745357 0.029 -0.197 0.354
C 1.154038 -3.970590 2.505094 -0.574 0.326 -0.365
C -2.328201 1.223233 2.476013 0.340 0.564 -0.317
N -0.851029 1.308914 -0.954336 -0.142 -0.157 1.134
N -0.524600 1.368477 -2.256346 -0.023 0.097 -0.766
H 2.572039 -6.390955 2.922631 0.061 -0.174 -0.044
H -2.880526 4.179520 3.998162 -0.016 0.058 0.105
H -1.089426 2.575989 3.577121 0.147 0.078 0.042
C 2.730088 -0.567717 -0.563996 0.516 0.049 -0.046
H 2.966256 0.222395 -3.711566 -0.047 0.021 -0.251
B 0.113623 0.142032 -2.956349 -0.003 0.145 0.469
S -0.972471 0.138553 2.214855 0.541 -0.469 -1.433
H -4.681093 4.725394 4.778045 -0.105 -0.203 -0.196
C 0.152247 -3.093247 2.154201 0.004 -0.679 0.826
O -6.549023 3.840978 2.554406 0.206 0.069 0.230
H 0.252079 0.353202 -4.105084 -0.007 -0.001 -0.407
H 4.646087 -0.416470 -1.656877 0.198 -0.067 0.012
O -5.481003 4.791368 4.239676 -0.114 0.383 0.248
N 1.468427 -0.368641 -0.966983 -0.682 0.250 0.870
H 3.843078 -6.313574 1.680919 0.056 -0.021 0.007
C 3.229253 -5.732648 2.362022 -0.164 0.136 -0.017
S -0.095464 -2.658987 0.502412 0.474 1.970 -0.207
S -0.578067 -3.448746 6.294676 0.155 -0.008 -0.675
H 3.852386 -5.152718 3.038856 0.095 -0.064 -0.033
Os -0.306976 -0.368970 0.084648 -0.175 -2.127 0.349
C -4.634625 1.823305 2.289632 -0.151 0.092 0.145
S 1.277118 -4.396907 4.188533 -0.193 0.267 -0.275
S -0.901297 -2.587293 3.458439 0.185 -0.421 0.273
N 1.480216 -0.036441 -2.256610 0.195 0.091 -0.700
C -0.883042 2.544992 -2.752860 -0.108 -0.041 0.312
H -0.557053 -0.821258 -2.656900 -0.134 -0.219 0.078
C -4.402779 2.985166 3.028780 0.246 -0.242 -0.186
C -3.610638 0.941481 2.011119 0.091 -0.036 -0.118
C -0.102826 -3.478504 4.727308 -0.268 0.141 0.683
C -1.443937 2.472929 -0.630472 -0.130 0.661 -0.322
H -3.802385 0.044564 1.437938 0.026 -0.025 -0.018
H -1.888767 4.278986 -1.818231 -0.093 0.183 -0.002
C -2.086132 2.376654 3.218858 0.006 -0.043 -0.022
H -1.808925 2.676761 0.358246 0.032 -0.126 0.169
C 2.735506 -0.015503 -2.693461 -0.036 -0.113 0.258
H 2.951427 -0.855019 0.450263 -0.029 0.025 0.008
C -3.113616 3.261403 3.478040 -0.192 0.020 -0.011
C -5.572146 3.901433 3.247010 -0.128 -0.169 -0.266
S 2.247053 -4.620799 1.326929 0.193 -0.029 0.051
H -0.697473 2.800838 -3.776230 0.049 -0.076 -0.242
C 3.578392 -0.354694 -1.640386 -0.262 0.035 0.306
H -5.635683 1.623091 1.937693 -0.069 0.047 -0.011
```
Forces are in eV/Å.